# C18H33INO6

A cluster of 4 separate species, C18H33INO6 in total in a non-equilibrium geometry (wB97M-V/def2-TZVPD, OMol25).

The geometry in XYZ format:
```
59
Properties=species:S:1:pos:R:3:forces:R:3
I 2.513446 -4.232354 -2.219871 -1.4 0.1 -0.1
O 1.979221 -3.189393 2.409940 0.3 -0.3 0.3
O -0.495641 5.271488 0.101225 0.3 0.0 0.0
O -0.159571 -5.690009 -2.131231 3.3 8.0 -0.7
O 1.838037 -0.316118 -2.654156 -4.8 -3.8 -2.4
O -2.457589 1.772762 -0.027050 -0.2 0.3 0.1
O 0.686435 -1.349538 -4.624369 0.4 0.8 7.8
N -1.454922 -0.798880 -2.175997 0.4 -1.1 0.4
C 0.334965 -4.427692 -2.260581 -4.5 -6.3 0.2
C 3.466636 -4.506500 3.697298 0.3 0.1 0.6
C -3.315117 2.642847 0.724500 0.0 -0.4 0.2
C -0.647688 -2.104128 0.622302 -0.4 0.9 0.7
C -0.221390 -1.721884 -2.084876 -0.2 0.4 -0.3
C 3.335341 -3.243995 2.873824 0.0 0.3 -0.4
C 0.856159 -1.093628 -3.185685 3.0 1.8 -3.4
C 1.509898 4.024679 0.272713 0.1 -0.7 0.0
C 1.724334 5.145538 -0.711373 0.5 0.4 -0.2
C 0.280192 4.491012 1.021043 -0.2 0.1 0.3
C -3.581417 3.206543 -1.539470 -0.4 -0.1 -0.4
C 0.304916 5.537827 -1.058690 -0.4 0.0 -0.3
C -0.758464 -3.223683 -2.466660 0.1 0.3 0.9
C 1.361199 -4.459686 2.657990 -0.3 0.2 -0.1
C 0.356731 -1.559835 -0.557875 0.2 0.4 0.5
C -3.629881 3.824803 -0.166102 0.1 0.7 0.3
C -2.458629 2.202429 -1.395448 0.3 -0.1 -0.3
C 2.467931 -5.420188 3.035109 0.0 -0.6 -0.3
H -2.843496 4.583210 -0.072539 -0.1 -0.1 0.0
H 3.161658 -4.311117 4.732262 0.1 0.0 -0.1
H 4.484852 -4.903447 3.709557 -0.1 0.1 0.0
H -2.819027 2.937370 1.653393 0.0 -0.1 0.0
H 2.365759 3.845130 0.928288 -0.1 0.0 -0.1
H -0.196951 -2.969123 1.271928 -0.9 1.7 -1.6
H 0.811654 -4.781649 1.768720 0.1 0.1 0.1
H -1.723553 -2.400131 0.238991 2.2 0.5 0.7
H -0.085138 4.927929 -1.880830 0.1 0.0 -0.1
H 0.216112 6.592381 -1.333867 -0.1 -0.1 0.1
H -0.322159 3.659097 1.397279 0.0 0.1 -0.1
H -4.524127 2.685903 -1.745166 0.1 0.0 -0.1
H 0.649787 -4.330259 3.480490 -0.1 -0.1 0.0
H -1.236561 -3.267316 -3.548069 1.5 0.1 2.1
H -2.583161 1.337162 -2.052919 0.2 0.2 0.1
H -4.588019 4.294034 0.071114 0.0 -0.1 0.0
H 2.124854 -6.235712 3.676775 0.0 0.1 -0.1
H -0.810966 -1.190648 1.371912 0.2 -2.0 -1.5
H 0.506213 -0.388417 -0.383421 -0.3 -2.6 -0.6
H 2.907762 -5.857013 2.130780 -0.1 0.0 0.1
H -1.608129 -0.295395 -1.274460 0.0 -1.0 -1.0
H -3.407667 3.928799 -2.341139 0.0 -0.1 0.1
H -2.296066 -1.336840 -2.487096 1.0 0.8 0.7
H 2.232784 5.981621 -0.216618 0.0 0.0 -0.1
H -1.486011 2.661307 -1.602351 0.0 0.0 -0.1
H -4.222438 2.082520 0.975170 -0.1 0.0 0.1
H 0.548786 5.136956 1.863645 0.0 0.0 0.1
H 3.988032 -3.274424 1.994562 0.1 0.0 0.1
H -1.651864 -3.456328 -1.710196 2.1 0.2 -1.5
H 3.565262 -2.342302 3.448087 -0.1 0.0 -0.1
H 2.312685 4.856178 -1.585784 -0.1 0.0 0.1
H 1.289466 3.095499 -0.265908 0.1 0.1 0.1
H 1.404537 -2.047395 -0.369100 -2.0 1.0 -0.7
```
Forces are in eV/Å.

## Properties
* spin multiplicity: 1
* HOMO-LUMO gap: 6.8 eV
* HOMO: -4.34 eV
* max |F|: 8.663 eV Å⁻¹
* lowest unoccupied orbital energy: 2.46 eV
* total energy: -41072.843 eV
* charge: -1

=====

# C10H10N2

The molecule C10H10N2 in a non-equilibrium geometry (wB97M-V/def2-TZVPD, OMol25).

The geometry in XYZ format:
```
22
Properties=species:S:1:pos:R:3:forces:R:3
N -3.915976 0.692060 0.476295 -3.4 1.1 2.2
N -0.941027 -0.957390 -0.560655 -0.9 0.1 0.2
C -3.011699 0.433323 -0.135206 2.1 -2.0 -1.0
C -1.325245 -1.857063 0.533195 -2.6 1.3 0.2
C 1.539569 -1.178609 -0.368351 -1.0 -1.7 0.2
C 0.463749 0.926022 0.011585 -0.8 0.6 -0.5
C 2.859854 0.706397 0.314975 -1.5 -0.9 -0.5
C 0.350617 -0.434557 -0.263089 1.1 0.7 -1.3
C -1.885150 0.054086 -0.875071 2.8 4.6 -1.1
C 2.772110 -0.629288 -0.040236 0.7 -2.3 0.3
C -0.767301 1.777521 -0.219723 -1.6 -1.9 0.0
C 1.721587 1.466436 0.274636 -1.3 -0.2 0.8
H 3.674955 1.198802 0.695205 2.3 0.6 0.6
H -0.682685 2.397203 -1.110431 -0.1 -0.1 0.0
H 1.703317 2.450759 0.687821 0.4 0.8 -0.2
H -2.377985 -2.295847 0.371750 2.0 0.3 0.1
H -1.374044 2.317684 0.585812 1.2 -1.0 -0.9
H -0.499408 -2.478273 0.567744 0.9 -2.2 0.3
H 1.455592 -2.296064 -0.593959 0.2 1.7 0.2
H -1.328585 -1.329761 1.508084 -0.2 0.0 -0.3
H 3.575813 -1.442011 0.054391 -0.7 1.9 -0.3
H -2.008065 0.478568 -1.914782 0.5 -1.4 0.9
```
Forces are in eV/Å.

## Properties
* spin multiplicity: 1
* energy relative to the best compared isomer or geometry (same formula, charge and spin): 97.8 kcal/mol
* HOMO-LUMO gap: 8.9 eV
* HOMO: -8.46 eV
* max |F|: 5.512 eV Å⁻¹
* lowest unoccupied orbital energy: 0.42 eV
* total energy: -13508.855 eV
* charge: 0

=====

# C18H22BN3O11P2Sc

A structure of composition C18H22BN3O11P2Sc in a non-equilibrium geometry (wB97M-V/def2-TZVPD, OMol25).

The geometry in XYZ format:
```
58
Properties=species:S:1:pos:R:3:forces:R:3
Sc -0.666182 -0.991101 0.405963 -0.5 -0.2 0.9
P -2.598367 -1.087807 -2.279849 0.7 0.0 0.2
P -3.007939 -2.527385 0.063953 0.6 0.5 0.0
O 1.533397 -3.490473 3.231746 -0.1 -0.1 0.0
O 1.568157 0.809605 -1.134848 -0.1 0.2 0.0
O 0.124133 2.357303 -0.296933 0.0 0.1 0.0
O -2.955320 -1.137935 0.685474 -0.1 -0.1 -0.1
O -3.450825 0.176760 -1.806272 -0.2 0.2 0.1
O -1.230169 -1.030082 -1.575613 -0.3 0.2 -0.5
O -1.699578 -3.223291 0.244010 0.0 -0.3 0.0
O -0.654500 -2.282169 4.533467 0.1 0.0 0.1
O -4.241325 -3.364041 0.606334 -0.2 -0.1 0.0
O -3.349211 -2.312845 -1.488260 -0.4 -0.3 -0.1
O -2.657674 -1.246908 -3.731488 -0.1 -0.1 0.0
N 0.069543 -1.901754 2.341267 0.2 -0.2 0.1
N -1.272630 0.333857 2.265952 0.0 0.1 -0.1
N 1.083182 -2.387508 -0.072986 -0.2 0.0 -0.2
C 1.089691 3.090979 -1.085798 -0.2 -0.1 0.0
C -1.865344 0.273274 4.571422 0.0 0.0 -0.1
C -2.443675 1.525798 4.456754 0.0 0.0 0.1
C 3.176476 2.172104 -2.296876 0.0 0.1 -0.1
C 0.355825 4.177075 -1.849392 0.0 0.1 -0.1
C 0.999628 -2.900478 2.310740 0.2 0.1 -0.1
C 1.456435 -2.621442 -1.331370 0.1 0.0 0.1
C -1.818006 1.541579 2.154856 -0.1 0.0 0.1
C 1.474209 -3.208615 0.899879 -0.1 0.0 0.0
C 1.706801 1.977595 -1.970581 0.1 -0.1 0.1
C -0.570512 -1.622335 3.517257 -0.2 0.1 -0.1
C 2.082854 3.710166 -0.112569 0.1 0.1 0.0
C 2.280467 -4.307335 0.653248 0.0 0.1 0.0
C -1.281700 -0.282590 3.445349 0.1 0.0 0.0
C 2.673067 -4.553206 -0.649761 0.1 -0.1 0.0
C 0.911788 1.712200 -3.241160 0.0 0.0 -0.2
C 2.261491 -3.698219 -1.660751 -0.1 0.1 0.0
C -2.415424 2.176444 3.233202 0.0 0.0 -0.1
B 0.472049 1.004242 -0.272474 0.4 -0.2 -0.2
H 1.307927 0.816868 -3.721526 0.0 0.0 0.0
H -4.019521 -4.299923 0.686268 0.1 0.1 0.0
H 1.034211 4.710190 -2.521876 0.0 0.0 0.0
H 2.607647 2.942108 0.456111 0.0 0.0 0.0
H 3.293677 -5.410906 -0.879490 0.0 0.0 0.0
H -3.532335 0.169794 -0.835764 0.1 -0.1 -0.1
H -1.841985 -0.290439 5.492945 0.0 0.0 0.0
H -0.057679 4.902579 -1.146740 0.0 0.0 0.0
H 1.533953 4.337675 0.590999 0.0 0.0 0.0
H 3.782476 2.217360 -1.393949 0.0 0.0 0.0
H 1.082936 -1.926044 -2.071859 0.0 0.0 0.0
H 2.822231 4.330526 -0.624461 0.0 0.0 0.0
H 3.528360 1.335784 -2.902401 0.0 0.0 0.0
H -1.755313 2.010523 1.180307 0.0 0.0 0.0
H 2.541328 -3.861033 -2.692124 0.0 0.0 0.0
H 0.985538 2.540739 -3.950235 0.0 0.0 0.0
H 2.568526 -4.932134 1.485866 0.0 0.0 0.0
H -2.846072 3.159849 3.104440 0.0 0.0 0.0
H -0.141791 1.530613 -3.026767 0.0 0.0 0.1
H 3.334654 3.090455 -2.870035 0.0 0.0 0.0
H -2.907710 1.995170 5.315752 0.0 0.0 0.0
H -0.461870 3.768781 -2.439351 0.0 0.0 0.0
```
Forces are in eV/Å.

## Properties
* spin multiplicity: 1
* energy relative to the best compared isomer or geometry (same formula, charge and spin): 9.6 kcal/mol
* HOMO-LUMO gap: 7.5 eV
* HOMO: -4.91 eV
* max |F|: 1.002 eV Å⁻¹
* lowest unoccupied orbital energy: 2.59 eV
* total energy: -85988.164 eV
* charge: -1

=====

# C3H7ClN2

The molecule C3H7ClN2 in a non-equilibrium geometry (wB97M-V/def2-TZVPD, OMol25).

The geometry in XYZ format:
```
13
Properties=species:S:1:pos:R:3:forces:R:3
Cl -1.696932 -0.414628 0.165139 -1.0 0.0 1.5
N 0.897799 -1.490283 -0.514975 -4.6 -0.4 0.1
N 2.186358 0.251238 0.242085 1.4 0.3 4.2
C 0.914279 -0.315453 -0.056718 3.0 -2.6 1.6
C -0.188004 0.509634 0.396614 -0.8 -0.9 1.5
C -0.262012 1.591257 -0.537000 0.6 6.5 -1.4
H 0.152000 0.938025 1.436146 -1.6 -1.2 -1.5
H 2.874800 -0.456849 -0.041932 -0.3 0.4 0.2
H -0.861161 1.674572 -1.570990 1.1 -1.1 2.7
H 2.365032 0.337940 1.479661 -1.0 -0.3 -5.0
H 0.886771 1.619147 -0.805150 -2.3 1.7 0.2
H -0.670747 2.543763 0.212692 1.4 -2.0 -2.9
H -0.273525 -1.647243 -0.424945 4.0 -0.5 -1.1
```
Forces are in eV/Å.

## Properties
* spin multiplicity: 1
* energy relative to the best compared isomer or geometry (same formula, charge and spin): 80.9 kcal/mol
* HOMO-LUMO gap: 10.0 eV
* HOMO: -9.63 eV
* max |F|: 6.645 eV Å⁻¹
* structure (SMILES): [H]/N=C(/N)[C@@H](C)Cl
* lowest unoccupied orbital energy: 0.38 eV
* total energy: -18723.825 eV
* charge: 0

=====

# C38H82N4O6

A cluster of 6 separate species, C38H82N4O6 in total in a non-equilibrium geometry (wB97M-V/def2-TZVPD, OMol25).

The geometry in XYZ format:
```
130
Properties=species:S:1:pos:R:3:forces:R:3
O 1.699447 -4.039964 -1.680613 0.7 2.1 -1.0
O -1.187233 -1.722818 -0.180729 -2.3 -0.8 1.2
O -0.808829 0.090621 -1.381453 -1.2 0.6 -0.3
O 1.678537 -5.872755 -0.545942 1.4 -1.5 0.3
O 0.237459 -4.348637 -0.043375 -2.2 2.8 1.8
O 0.868064 -1.107419 -0.604813 0.7 -0.3 0.7
N -5.455637 -2.490735 -0.082527 -0.2 1.0 -0.2
N 1.668313 -2.861598 3.773048 -0.2 -1.6 -0.6
N 4.675322 3.358265 0.337487 0.4 0.6 -1.4
N -0.776626 2.807131 -4.430469 0.6 -1.4 1.2
C -4.405770 -3.623139 0.067009 -1.7 -1.2 1.9
C 3.517027 3.993575 1.153870 0.7 -0.4 -0.6
C 1.205435 -4.757369 -0.690542 0.0 -3.8 0.4
C 1.220286 -1.414569 4.068750 -0.9 -1.0 -0.1
C -5.478204 -2.204505 -1.597616 -0.3 0.2 0.6
C 3.347441 1.057851 0.348215 2.1 1.0 -0.9
C -9.015037 -4.336132 0.502459 0.6 0.1 0.0
C -7.693033 -4.059280 -0.248016 1.5 1.1 1.2
C 2.249737 3.297810 0.851207 -0.6 -1.8 -0.9
C 7.574747 5.910974 1.259530 0.8 -1.5 0.0
C 1.795671 3.082791 -4.382712 -0.1 2.0 1.1
C -3.624908 -2.732363 2.263379 0.1 -0.6 -0.1
C -4.150430 -4.021964 1.580889 1.1 1.7 -1.3
C 3.263292 -4.189291 2.169875 -0.1 -0.2 0.5
C -0.736820 1.329703 -4.922016 -0.9 1.0 0.0
C -4.960801 -1.200124 0.708356 -0.1 -1.4 1.0
C -0.843983 3.824820 -5.588307 1.3 -0.4 0.9
C -0.357333 -0.878752 -0.735152 2.5 2.1 -1.8
C -6.928340 -2.820239 0.425730 -0.1 -1.0 -1.2
C 3.323416 -4.727207 4.597306 0.0 -0.3 0.5
C 4.515291 3.663380 -1.200894 0.7 -0.2 1.9
C -3.335291 2.633003 -3.931227 -0.8 -0.1 -1.0
C 0.506611 2.986423 -3.513780 0.1 -0.9 -2.4
C 4.142333 -4.638214 3.319434 0.1 1.8 -0.1
C 0.546097 4.107562 -6.237296 0.5 2.8 1.1
C 2.480276 -2.903866 2.466843 0.6 0.0 -0.3
C 6.354022 5.379203 0.508642 -1.3 1.4 0.9
C 4.703233 1.791503 0.488902 -0.2 0.6 1.1
C -1.951882 2.976293 -3.411656 0.0 -1.2 -0.3
C -4.446360 2.910712 -2.925029 0.7 1.3 0.7
C 0.395515 -3.801566 3.610457 1.3 1.8 0.5
C -4.627572 -1.581023 2.182085 0.7 -1.1 0.0
C 2.331184 1.771042 1.114314 -2.4 1.0 1.2
C -0.075290 0.719432 3.477099 -0.3 -0.4 -0.8
C 0.439311 -0.654627 2.924922 1.3 -0.6 1.4
C 1.739554 4.432297 -5.123730 -1.7 -1.9 -2.2
C 6.061910 3.924499 0.819284 -0.6 -0.5 -1.0
C 2.529180 -3.418054 4.975460 0.6 -0.1 -2.1
H -0.314318 -1.365890 2.586911 -0.6 0.7 0.1
H -0.189053 -3.696007 4.524361 0.0 0.1 0.0
H 6.770244 3.310848 0.262695 0.2 -0.3 0.4
H 1.102259 -0.600986 2.061359 0.0 0.5 -0.1
H -9.624107 -5.072145 -0.022337 0.1 0.0 0.0
H 4.861397 -3.828127 3.441111 0.2 0.5 0.4
H -0.783341 0.592884 4.296094 -0.1 -0.1 -0.1
H 0.577347 2.089064 -2.899083 -0.6 0.1 0.3
H 1.381431 3.793575 1.285216 0.2 -0.2 0.5
H -2.685793 -2.409587 1.813963 0.0 -0.1 -0.5
H 3.530302 0.076893 0.786828 -0.2 -0.2 -0.6
H -7.534840 -1.940234 0.211640 0.4 0.3 0.3
H -4.170719 -0.792538 2.780146 -0.3 0.6 -0.6
H -4.419169 3.989979 -2.774948 -0.4 0.2 0.2
H 7.985505 6.840179 0.864629 -0.3 -0.1 0.1
H 1.886278 -2.726621 1.570266 -0.9 0.0 0.3
H -6.427590 -1.763557 -1.901494 0.0 0.1 0.3
H 2.021215 3.342153 -0.213646 0.1 0.4 -0.3
H -4.222681 2.492549 -1.943598 0.0 -0.3 0.0
H 0.231582 1.014932 -5.310888 0.0 0.5 0.2
H -1.608778 3.547224 -6.313659 0.1 -0.3 0.2
H -8.782460 -4.724460 1.494025 -0.1 -0.1 0.0
H 5.456745 3.383157 -1.673363 -0.2 -0.7 0.0
H -4.078739 -0.857428 0.167402 0.0 0.0 0.1
H 3.237616 -2.600473 5.108843 0.1 -0.1 0.4
H 3.388610 5.037831 0.869028 0.7 0.1 0.2
H 3.137190 -2.034603 2.497473 0.3 0.0 0.4
H -1.888339 3.981396 -2.994729 0.0 0.1 -0.3
H -3.464249 -3.393178 -0.431749 -0.2 0.5 0.0
H -4.907592 -4.441962 -0.448556 0.4 -0.1 -0.1
H -0.554452 1.306090 2.693313 -0.5 -0.5 -0.2
H -3.493866 1.592542 -4.214762 0.8 -0.2 -0.2
H -3.335452 -2.954806 3.290434 -0.4 0.1 0.2
H 6.352272 5.660407 -0.544464 0.3 -0.4 -0.1
H 5.562661 5.980871 0.955684 -0.6 0.0 -0.3
H -3.526024 3.226964 -4.825060 -0.2 0.0 -0.2
H 5.062376 1.706443 1.514518 0.1 -0.3 0.1
H 3.650801 3.062655 -1.483559 0.3 0.5 -0.5
H 1.341211 1.396230 0.854391 0.0 -0.3 0.0
H 0.394246 5.040108 -6.780792 -0.4 0.6 0.4
H 7.412653 5.955588 2.336494 -0.3 0.4 -0.1
H 6.099850 3.757161 1.895691 0.1 -0.2 -0.1
H 2.696484 -5.618712 4.580411 -0.5 0.2 -0.2
H -0.114840 -3.328339 2.771597 -0.1 -1.0 -0.1
H 0.697398 -4.845831 3.529849 0.1 0.4 -0.6
H 2.070030 -0.844192 4.443864 0.1 -0.2 -0.2
H -6.873166 -3.035722 1.492798 0.1 0.3 -0.1
H 5.438588 1.325734 -0.167142 0.2 0.6 -0.2
H 3.116220 1.024603 -0.716464 -0.3 -0.6 0.1
H -4.987635 -4.463307 2.121632 -0.2 0.1 -0.3
H -7.828539 -3.916498 -1.320094 0.1 0.0 0.1
H -1.040167 0.688690 -4.094267 0.2 0.1 0.1
H 0.635791 1.474834 3.811508 0.8 -0.7 0.3
H 3.942091 -3.978633 1.343467 -0.5 0.0 -0.4
H 0.897417 3.612307 -7.142500 0.0 -1.5 0.7
H -5.465482 2.653427 -3.213659 0.3 -0.2 -0.3
H 4.846586 -5.422549 3.042042 -0.8 -0.8 0.3
H -5.352451 -3.127669 -2.163360 0.0 0.0 0.3
H 4.499372 4.737365 -1.386332 -0.8 -0.1 0.3
H -5.740465 -0.440782 0.768552 -0.1 -0.2 -0.7
H -0.614216 -2.360603 0.251098 0.4 -1.3 -0.2
H -6.960816 -4.838564 -0.036627 -0.5 -0.7 -0.5
H 3.752405 3.841460 2.207222 0.3 0.3 0.0
H -3.319518 -4.727415 1.577703 -0.2 -0.3 -0.2
H -4.676352 -1.512974 -1.856282 0.1 -0.2 0.2
H 2.556179 -4.973096 1.898327 0.0 0.0 -0.5
H 8.335934 5.133402 1.195696 0.6 0.2 -0.3
H -1.793948 2.259275 -2.606025 0.7 0.0 0.1
H -5.477545 -1.927205 2.770135 -0.5 0.4 -0.3
H 2.579952 3.136108 -3.627619 0.3 -0.4 0.0
H 2.467668 1.532872 2.169191 0.0 0.3 0.3
H -1.480513 1.272222 -5.716820 0.1 -0.1 0.0
H 2.638389 4.670708 -5.692378 0.0 -0.2 0.1
H 1.530894 5.272621 -4.461601 -0.4 0.0 -0.1
H 1.352196 -3.188915 -1.403624 -0.1 1.2 -0.7
H 4.018966 -4.964048 5.402430 -0.1 0.4 0.4
H 1.873934 -3.538877 5.838104 0.0 0.1 -0.2
H -9.628276 -3.449404 0.662890 0.1 0.1 -0.2
H -1.205929 4.697140 -5.044114 0.2 0.4 -0.4
H 0.377902 3.903117 -2.938276 -0.1 -0.1 0.0
H 0.562285 -1.661673 4.901864 -0.2 0.9 0.3
H 2.031614 2.311321 -5.115682 -0.3 -0.3 0.5
```
Forces are in eV/Å.

## Properties
* spin multiplicity: 1
* energy relative to the best compared isomer or geometry (same formula, charge and spin): 50.0 kcal/mol
* HOMO-LUMO gap: 5.6 eV
* HOMO: -9.42 eV
* max |F|: 3.999 eV Å⁻¹
* lowest unoccupied orbital energy: -3.83 eV
* total energy: -58964.775 eV
* charge: +2

=====

> Which formula does entry 1 have?

C18H33INO6